The following is a DFT calculation (ωB97M-V with the def2-TZVPD basis set) of an isolated ion of composition C5H8N5 and charge +1.

* highest occupied orbital energy (spin up / spin down): -13.763 / -12.492 eV
* LUMO (spin up / spin down): -5.1131 / -5.6828 eV
* Kohn-Sham gap (spin up / spin down): 8.65 / 6.81 eV
* energy above the lowest of the compared OMol25 structures with the same formula, charge and spin: 808.5 kJ/mol
* energy: -12749.297 eV
* total charge: +1

Geometry (Å):
H: 0.634 -0.463 -2.751
C: 0.111 -1.386 -0.655
H: -0.063 -2.879 -2.129
H: -0.853 0.318 3.239
N: -0.119 -2.608 -1.125
N: -0.481 -0.489 2.695
N: -0.490 1.142 0.973
C: 0.692 2.296 -1.412
C: 0.742 3.498 -1.249
H: -0.038 -3.445 -0.465
H: -1.350 -1.151 2.679
N: 0.070 -1.244 0.602
H: 0.927 4.462 -1.117
C: 0.391 0.990 -1.427
C: 0.383 -0.308 -1.685
H: -1.576 1.212 0.793
H: 0.994 0.136 1.602
N: 0.026 -0.082 1.431

Cartesian forces, eV/Å:
-0.1 -0.8 0.6
-0.1 1.9 -1.3
0.1 0.8 1.3
0.9 -0.2 -0.9
0.5 -3.3 -0.5
-2.7 -1.4 1.9
-1.2 1.3 -2.1
-0.7 0.4 -0.3
-0.1 -3.8 -0.6
-0.4 2.0 -1.2
2.3 1.3 -1.0
-0.9 -1.3 2.3
0.5 3.7 0.4
-0.2 -1.5 1.9
-0.1 1.9 -0.2
2.4 -1.4 0.6
0.7 0.3 0.3
-0.9 0.1 -1.2

The following is a DFT calculation (ωB97M-V with the def2-TZVPD basis set) of one molecule with the formula C2H5NO2.

* highest occupied orbital energy: -9.839 eV
* LUMO: 1.0642 eV
* Kohn-Sham gap: 10.90 eV
* energy above the lowest of the compared OMol25 structures with the same formula, charge and spin: 457.5 kJ/mol
* energy: -7736.009 eV

Geometry (Å):
H: 1.654 -0.391 1.587
C: -0.949 -0.387 0.089
H: 1.441 0.555 0.216
H: -1.248 1.961 -1.729
H: -2.102 -0.528 0.601
N: -0.614 0.455 -0.671
O: -1.698 1.361 -1.228
C: 1.376 -0.629 0.563
O: 0.052 -1.100 0.635
H: 2.088 -1.297 -0.063

Cartesian forces, eV/Å:
0.6 -1.2 0.3
-4.4 -3.5 5.4
-0.3 -3.3 0.0
2.4 2.3 -2.0
3.5 0.0 -1.7
-0.2 7.1 -6.4
-1.0 -4.7 3.7
1.5 3.5 -1.1
-0.7 -1.3 0.6
-1.4 1.2 1.3

The following is a DFT calculation (ωB97M-V with the def2-TZVPD basis set) of C8H13NO as an isolated structure.

* highest occupied orbital energy (spin up / spin down): -7.624 / -7.617 eV
* LUMO (spin up / spin down): -0.6203 / -0.6253 eV
* Kohn-Sham gap (spin up / spin down): 7.00 / 6.99 eV
* energy above the lowest of the compared OMol25 structures with the same formula, charge and spin: 477.5 kJ/mol
* energy: -12039.607 eV

Geometry (Å):
H: 1.805 -0.514 2.241
H: -0.667 -2.692 -0.456
H: 2.374 -0.781 0.007
C: 1.579 -0.139 -0.377
H: 0.531 -2.834 -1.765
H: -1.226 1.896 1.951
C: -0.635 -0.070 -1.304
O: 0.170 2.393 -0.449
H: -2.081 1.034 -2.327
C: 0.399 -0.895 -0.934
H: 0.246 0.175 2.683
N: 0.752 0.418 0.674
C: -1.508 1.479 0.983
H: -1.815 -0.693 -2.936
C: -0.283 1.352 0.078
C: 0.321 -2.374 -0.791
H: 1.978 0.623 -1.055
H: 1.627 1.258 2.372
H: -2.008 0.520 1.136
H: 1.071 -2.761 -0.096
H: -2.208 2.185 0.534
C: 1.132 0.330 2.065
C: -1.554 0.091 -2.234

Cartesian forces, eV/Å:
0.0 0.1 -0.2
0.0 0.0 -0.2
-0.2 0.1 0.0
-0.1 0.6 -0.4
-0.1 0.2 0.0
0.2 -0.1 -0.1
0.3 0.7 0.1
-0.5 -1.1 0.3
-0.5 -0.2 0.4
-0.5 -0.2 0.2
0.0 0.1 0.1
0.3 -1.3 -0.2
-0.3 -0.5 -0.7
0.5 0.2 -0.6
1.0 1.2 0.2
-0.1 -0.1 0.8
0.1 -0.1 0.1
0.1 -0.1 0.3
0.0 0.0 0.1
0.0 0.0 0.0
0.1 -0.1 -0.1
-0.1 0.7 -0.1
-0.3 -0.1 -0.1

The following is a DFT calculation (ωB97M-V with the def2-TZVPD basis set) of one molecule with the formula C20H21N3O6S.

* highest occupied orbital energy: -8.486 eV
* LUMO: 0.2663 eV
* Kohn-Sham gap: 8.75 eV
* energy above the lowest of the compared OMol25 structures with the same formula, charge and spin: 161.6 kJ/mol
* energy: -48669.678 eV

Geometry (Å):
H: 2.760 4.775 0.713
N: -0.742 2.680 1.369
H: -1.095 -0.809 1.942
H: -3.455 2.994 -1.709
H: -3.381 1.227 -1.781
O: -3.815 -0.810 -1.169
H: 2.626 3.510 1.958
O: -4.290 -1.918 0.977
C: -2.794 2.130 -1.642
C: 2.148 0.802 -0.904
H: 1.162 -1.758 1.786
C: -0.383 4.011 -0.644
O: 4.270 -3.240 0.250
H: 1.827 -1.180 -1.627
C: -2.123 2.104 -0.316
C: 3.217 -2.659 0.121
H: 1.389 0.153 -3.425
C: -1.483 -2.672 -0.859
H: 4.160 3.734 1.061
H: 0.034 4.749 0.034
C: -0.221 -3.232 -0.932
H: 4.324 -0.874 1.814
O: 1.417 1.483 -1.830
H: 0.213 1.484 -3.423
H: -2.053 2.207 -2.435
H: -3.461 0.181 2.025
C: 2.784 1.596 0.081
C: -1.061 2.948 0.132
S: -3.435 -1.097 0.179
C: 2.294 -0.569 -0.872
H: -2.243 -2.900 -1.588
C: -1.781 -1.781 0.156
O: 2.585 2.930 -0.030
C: 0.422 -2.005 1.042
H: -1.085 4.486 -1.325
C: 3.068 3.769 0.992
C: 0.755 -2.870 -0.002
H: 4.053 1.563 1.806
H: -0.034 0.087 -2.343
C: 3.558 0.976 1.050
O: -1.550 1.664 1.791
C: -2.389 1.332 0.780
H: 0.022 -3.928 -1.720
C: 0.714 0.745 -2.800
N: 2.053 -3.361 -0.115
C: -0.848 -1.468 1.125
C: 3.066 -1.182 0.120
C: 3.713 -0.402 1.061
N: -3.325 0.353 1.040
H: 0.432 3.573 -1.218
H: 2.173 -4.331 -0.377

Cartesian forces, eV/Å:
0.0 0.0 0.1
0.7 0.8 0.0
0.0 0.1 0.1
0.0 0.1 -0.1
0.0 0.1 -0.2
0.3 0.1 0.0
0.0 0.0 0.0
0.1 0.1 0.3
-0.1 0.0 0.1
0.0 0.1 0.0
0.0 0.0 0.1
0.2 0.0 0.0
0.2 0.0 0.1
-0.1 0.0 -0.1
-0.2 -0.5 0.6
0.0 -0.1 -0.1
0.0 0.0 0.0
-0.1 0.0 -0.1
-0.1 0.0 0.0
0.0 0.1 0.0
0.1 0.1 0.2
0.1 -0.1 0.1
0.3 0.1 0.3
0.0 -0.1 0.0
0.0 0.0 -0.1
-0.2 -0.1 0.1
-0.1 -0.1 -0.1
-0.3 -0.5 0.3
0.2 0.0 0.2
0.1 0.2 -0.1
0.0 -0.1 -0.2
-0.5 0.4 -0.1
-0.1 -0.3 -0.2
-0.2 -0.2 0.0
0.0 0.1 0.0
0.1 0.1 0.2
-0.6 0.2 0.2
0.0 0.1 0.1
0.0 0.0 0.0
-0.1 0.3 -0.1
-0.7 -0.7 -0.1
0.8 1.1 -0.9
0.0 0.0 -0.1
-0.1 -0.1 -0.2
0.1 -0.5 -0.2
0.1 0.0 0.1
0.4 0.5 0.0
-0.2 -0.4 -0.2
-0.1 -0.9 0.0
0.0 0.1 -0.1
0.1 0.1 0.1

The following is a DFT calculation (ωB97M-V with the def2-TZVPD basis set) of a 2-piece molecular cluster, C14H22NO2S2 overall.

* highest occupied orbital energy: -10.915 eV
* LUMO: -5.5526 eV
* Kohn-Sham gap: 5.36 eV
* energy above the lowest of the compared OMol25 structures with the same formula, charge and spin: 38.5 kJ/mol
* energy: -42122.620 eV
* total charge: +1

Geometry (Å):
C: 0.962 -1.694 -1.922
H: -2.927 0.672 3.608
H: 0.571 -2.417 2.068
H: 0.649 0.247 3.017
C: 0.457 1.307 3.204
H: 1.924 -4.262 2.550
H: -0.256 -4.130 -3.786
H: 1.238 2.899 -0.630
H: -1.192 2.572 3.717
C: -0.802 1.865 0.767
C: -1.901 1.862 -1.435
O: 2.019 -3.810 1.678
C: -0.933 1.508 3.793
H: -1.667 -0.335 2.920
H: 2.220 -1.957 2.523
H: 1.240 3.450 -3.018
H: -0.941 1.262 4.865
H: 0.762 -0.620 -1.837
C: -1.889 2.175 -2.769
H: -0.078 -2.327 -0.267
H: 1.986 -1.803 -2.289
C: -0.759 2.749 -3.336
H: 1.600 -0.676 0.505
C: -1.988 0.702 3.047
C: 0.367 3.008 -2.567
H: -0.759 3.001 -4.383
N: 0.891 -2.305 -0.601
H: 0.003 -1.820 -3.860
H: -2.752 1.959 -3.380
C: 0.007 -2.357 -2.902
S: -2.344 1.337 1.423
H: 1.232 1.651 3.897
C: -0.772 2.122 -0.613
H: 2.809 -1.877 0.061
C: 1.781 -1.752 0.412
C: 1.620 -2.457 1.750
H: -1.015 -2.330 -2.504
H: -2.779 1.428 -0.989
S: 0.684 2.164 1.660
O: 0.361 -3.703 -3.145
C: 0.373 2.691 -1.233

Cartesian forces, eV/Å:
0.3 -0.6 0.5
0.0 0.2 -0.3
-0.2 0.2 0.0
0.1 0.0 0.1
-0.3 -0.6 0.7
0.1 0.8 -1.0
0.7 0.8 0.8
0.3 0.1 -0.1
0.0 -0.1 0.2
0.0 -0.6 2.2
0.4 0.1 0.6
0.1 -0.6 0.4
-0.2 0.5 0.2
0.0 0.0 0.1
0.0 0.3 -0.1
0.1 0.1 0.0
0.0 -0.1 -0.4
-0.2 0.3 -0.4
0.0 -0.1 -0.2
0.5 0.0 -0.1
0.0 0.0 0.0
-0.1 0.0 0.0
0.1 0.4 0.5
0.5 -0.4 0.9
0.1 0.0 -0.1
0.0 0.0 -0.2
-0.4 -0.4 0.2
0.1 0.3 0.2
-0.1 0.0 0.0
-0.5 -0.1 -0.4
1.0 0.5 -0.8
-0.1 0.2 -0.3
-0.1 0.7 -1.9
0.0 0.0 0.1
-0.2 -0.6 -0.7
0.0 -0.2 0.5
-0.1 0.2 0.1
-0.2 -0.1 -0.1
-1.0 -0.2 -1.0
-0.1 -0.7 -0.4
-0.5 -0.2 0.5

The following is a DFT calculation (ωB97M-V with the def2-TZVPD basis set) of a 16-piece molecular cluster, C25H34BBrCl45F5N2O4P overall.

* highest occupied orbital energy: -11.882 eV
* LUMO: -2.7665 eV
* Kohn-Sham gap: 9.12 eV
* energy: -694747.012 eV
* total charge: +1

Geometry (Å):
Cl: 3.101 6.759 -1.140
C: -2.827 -2.983 -1.921
C: -2.655 0.864 6.527
Cl: -6.053 -6.039 -6.320
C: -4.998 -10.602 -2.471
C: 10.735 -1.518 1.212
F: -2.856 -4.161 -1.266
Cl: -2.461 -0.969 2.670
C: -2.114 -3.297 -3.254
Cl: -0.774 8.136 7.706
Cl: -4.188 1.039 5.666
N: -1.591 1.814 -3.852
F: -2.277 -2.337 -4.129
Cl: 1.412 3.465 -4.945
Cl: -1.637 5.136 8.881
H: 2.569 4.936 -6.360
Cl: 11.066 -0.016 2.075
C: 4.532 5.870 -0.619
C: 2.166 2.171 -1.729
H: 4.592 -4.949 1.106
H: 0.588 6.311 10.285
Cl: -3.348 -3.655 2.006
Cl: 2.538 6.685 9.043
C: -3.294 -2.419 3.263
H: -2.456 -2.123 0.005
Cl: -1.732 10.681 6.671
Cl: 1.133 -8.953 -0.448
C: 1.092 1.324 -1.104
C: 3.927 0.625 -2.199
C: 1.797 -8.187 0.992
B: -0.836 1.996 -2.658
H: -0.561 -0.219 -0.138
Cl: 4.198 4.276 -4.814
Cl: -8.917 0.126 -2.325
Cl: -2.602 6.875 10.990
H: 6.016 -0.630 0.030
Cl: 5.306 6.671 0.741
H: -1.496 1.198 -0.435
F: -0.850 -3.569 -3.059
H: 5.234 5.840 -1.441
H: -9.152 -3.633 -6.026
Cl: 3.417 -7.563 0.662
H: 0.356 9.673 6.350
C: 2.821 4.002 -5.877
H: 0.678 1.917 -0.294
C: -9.286 -2.936 -6.843
H: -1.708 2.736 -4.256
H: 5.763 1.132 -1.298
C: -8.404 0.556 -3.956
O: 4.110 -0.337 -2.860
Cl: -7.700 -2.317 -7.303
Cl: -3.521 -10.530 -1.506
H: 9.430 2.552 -2.220
Cl: -6.105 -6.863 -3.537
Cl: 1.266 8.436 10.978
H: -3.036 4.596 10.682
P: 0.296 -0.607 -3.075
H: -4.309 -2.143 3.516
O: 1.495 -1.394 -2.316
Cl: 4.104 4.200 -0.199
Cl: -4.757 -11.591 -3.911
C: 4.778 0.802 -0.960
C: 8.708 2.616 -1.418
Cl: 2.798 -4.642 2.573
Cl: -10.336 -1.625 -6.284
Br: 1.130 0.031 -5.041
H: -5.239 -9.598 -2.790
F: -4.087 -2.618 -2.119
C: -2.116 -2.008 -1.012
C: -2.275 -0.521 -1.439
H: 1.187 -1.609 -1.422
H: 4.447 1.551 -0.249
H: -1.671 3.480 -1.861
F: -2.654 -4.398 -3.749
C: 4.021 -4.092 1.435
Cl: -2.316 2.297 7.495
H: -3.146 -0.182 -0.885
Cl: -1.341 0.550 5.390
O: 3.003 1.526 -2.676
N: -0.085 0.866 -1.947
H: 4.676 -1.394 -0.789
Cl: 5.131 -2.950 2.204
Cl: 2.299 5.854 11.816
Cl: -10.036 -3.794 -8.185
Cl: -4.483 5.630 9.162
Cl: 3.255 -3.360 0.015
C: -1.088 0.316 -0.921
H: 1.560 0.472 -0.619
H: -2.531 -0.424 -2.486
H: 10.914 -1.349 0.159
Cl: -8.235 2.305 -4.115
C: -0.318 9.763 7.191
Cl: -6.345 -11.211 -1.510
C: 4.965 -0.522 -0.208
H: 1.816 3.074 -2.199
H: -2.736 0.014 7.191
H: 4.380 -0.522 0.705
Cl: 9.044 -1.992 1.414
C: 1.547 6.763 10.504
Cl: -2.509 -3.033 4.712
H: -9.162 0.222 -4.651
H: 1.878 -8.936 1.767
Cl: -6.394 -4.060 -4.228
Cl: 9.473 3.404 -0.044
H: 2.765 2.544 -0.895
Cl: 8.201 0.972 -0.998
Cl: 3.220 2.822 -7.119
Cl: 7.328 3.557 -1.984
C: -2.955 5.447 10.020
O: -0.760 3.216 -2.038
Cl: 0.525 10.593 8.494
H: -2.497 1.375 -3.736
C: -5.634 -5.591 -4.667
H: -4.563 -5.467 -4.609
Cl: -6.890 -0.255 -4.366
H: -1.054 -2.240 -1.012
Cl: 11.810 -2.803 1.756
Cl: 0.716 -6.913 1.570

Cartesian forces, eV/Å:
0.0 -0.1 -0.1
1.1 -0.1 1.2
0.0 0.1 0.0
0.0 0.0 0.0
0.0 -0.1 0.0
0.1 0.0 0.1
0.0 -0.8 0.3
-0.1 0.0 -0.2
-1.4 -0.6 0.6
-0.1 0.0 -0.1
0.0 -0.1 0.0
0.0 0.1 0.9
0.1 1.0 -0.7
-0.1 0.3 -0.1
0.1 0.0 0.0
0.0 0.0 0.0
0.0 0.0 -0.1
0.0 0.2 0.2
0.8 0.3 0.1
0.0 0.0 -0.1
0.0 0.0 0.0
-0.1 0.0 0.0
0.0 0.0 0.0
0.1 -0.2 0.0
-0.3 -0.2 0.1
0.0 0.0 0.0
0.0 0.0 0.0
-0.1 0.6 0.2
0.3 0.0 0.2
-0.2 0.0 -0.1
0.0 0.6 -0.2
0.3 -0.2 -0.1
0.0 0.0 0.1
0.0 0.0 0.0
0.0 -0.1 0.0
0.1 -0.1 0.3
0.0 -0.1 0.0
0.2 0.2 0.1
1.4 0.3 0.2
0.0 -0.1 0.0
0.0 0.0 0.0
0.0 0.0 0.0
0.0 0.0 0.0
0.2 -0.1 0.0
-0.2 0.2 0.0
0.1 0.0 -0.1
-0.4 -0.1 -0.3
-0.3 0.1 -0.3
0.0 0.1 0.1
0.2 -1.0 -1.2
0.0 0.0 0.0
0.0 0.0 0.0
0.0 0.0 0.0
0.0 0.0 0.1
0.0 -0.1 0.1
0.0 0.0 0.0
-1.0 -1.4 -1.4
0.0 0.1 0.0
-0.1 1.2 0.1
0.4 0.5 0.1
0.0 0.0 0.0
-0.2 0.2 0.3
0.1 -0.1 0.2
0.2 0.2 0.1
0.0 0.0 0.0
0.2 -0.1 1.2
0.0 0.0 0.0
-0.9 0.4 -0.6
0.6 1.1 -1.0
-0.2 -0.7 1.0
0.2 -0.4 0.0
-0.2 0.2 -0.1
0.1 0.8 -0.3
-0.6 -0.7 -0.6
-0.1 0.2 0.3
0.0 -0.1 -0.1
-0.2 0.3 -0.1
0.1 0.1 0.2
-0.3 0.0 0.7
1.3 -0.5 0.5
0.1 0.3 -0.1
0.0 -0.1 0.0
0.0 0.0 0.0
0.0 0.0 0.0
0.0 0.0 0.0
-0.1 -0.3 -0.1
-0.9 0.4 -0.4
-0.1 -0.4 -0.2
0.3 0.1 -0.2
0.0 0.0 0.0
0.0 0.0 0.0
0.0 0.0 0.2
0.0 0.0 0.0
0.0 0.1 -0.3
-0.5 0.2 -0.3
0.0 0.0 0.0
0.0 -0.1 0.2
-0.1 0.0 -0.1
0.0 0.1 0.1
0.0 0.1 0.0
0.0 0.0 0.0
0.0 0.0 0.0
0.0 0.1 0.0
0.0 0.0 0.0
-0.3 -0.4 -0.1
0.3 0.0 0.0
0.0 0.0 0.0
-0.1 0.1 -0.1
-0.1 0.2 0.0
0.2 -0.7 0.5
0.0 0.2 -0.2
0.1 -0.4 -0.6
-0.1 -0.1 -0.1
0.0 0.0 0.0
0.0 -0.1 0.0
0.1 -0.4 0.0
0.0 0.0 0.0
-0.1 -0.2 -0.1